# 1
This record from the Open Molecules 2025 dataset describes a structure of composition C12H13BrN5OPtS2Te. The level of theory is ωB97M-V with the def2-TZVPD basis set.

Output
LUMO energy, eV: -3.6
Orbital gap, eV: 6.225
Total charge: +1
HOMO, hartree: -0.361
E_tot, eV: -124399.7989

Geometry as XYZ:
```
36
Properties=species:S:1:pos:R:3:forces:R:3:nbo_charge:R:1
Pt -0.49326 -0.41354 0.44713 0.527 0.540 -0.553 0.340
O 0.52941 -4.27687 -4.39154 -0.038 -0.004 0.002 -0.618
C 0.28832 -3.40142 -3.41473 0.046 -0.010 -0.044 0.397
C -0.84473 -3.41529 -2.60946 -0.008 0.046 -0.020 -0.324
C -0.96025 -2.46487 -1.62796 -0.090 0.151 -0.040 0.093
N -0.04740 -1.49352 -1.37853 0.021 -0.432 0.269 -0.556
C 1.01550 -1.49707 -2.19137 0.047 0.037 0.009 0.181
Br 2.35445 -0.17138 -2.02447 -0.094 0.090 0.228 0.078
C 1.23314 -2.40239 -3.20290 -0.046 -0.006 -0.012 -0.328
H -0.18694 -4.91918 -4.47240 0.018 -0.001 0.004 0.499
H -1.62656 -4.15264 -2.73213 -0.009 0.007 0.001 0.244
H -1.83979 -2.45429 -1.00539 0.031 -0.032 -0.003 0.236
H 2.11199 -2.34272 -3.82605 0.008 -0.008 0.010 0.261
C 2.39407 4.22747 1.14374 0.004 -0.022 -0.004 -0.671
C 1.28926 3.54359 1.85275 -0.068 0.103 -0.037 0.368
N 0.76781 3.89436 2.98124 0.031 -0.017 -0.020 -0.218
N -0.20897 2.96693 3.22346 0.020 0.047 -0.027 -0.348
C -0.31241 2.05328 2.26513 -0.121 -0.063 -0.053 0.242
S -1.41523 0.76988 2.12620 -0.023 -0.129 0.384 0.006
N 0.63969 2.41551 1.37193 0.055 -0.141 0.033 -0.234
N 0.88473 1.66434 0.22683 -0.330 -0.030 -0.255 -0.653
H 2.69777 5.09258 1.72618 -0.002 0.000 0.002 0.275
H 2.07314 4.56080 0.15609 0.010 0.009 0.000 0.243
H 3.25363 3.56628 1.02415 -0.002 -0.002 0.003 0.243
H -0.75476 3.01787 4.06883 0.002 0.002 -0.006 0.446
H 0.65925 2.18950 -0.61374 0.080 0.121 0.052 0.404
H 1.85084 1.36172 0.19491 0.006 -0.128 0.025 0.409
Te -0.85036 -2.55137 1.77242 -0.029 -0.245 -0.043 0.314
C -2.92710 -2.79742 1.73404 0.028 0.057 0.180 -0.532
C -3.62321 -3.53106 2.65077 -0.062 0.004 -0.046 -0.286
C -5.01458 -3.60508 2.35380 0.021 0.039 0.008 -0.239
C -5.34818 -2.91338 1.23339 -0.023 -0.041 -0.016 -0.417
S -3.97211 -2.17754 0.52442 0.003 0.051 -0.042 0.427
H -3.16689 -4.00096 3.51064 -0.002 0.009 0.003 0.232
H -5.73262 -4.13179 2.96473 -0.003 -0.014 -0.012 0.236
H -6.32304 -2.78266 0.79286 -0.007 0.014 0.016 0.248
```
Forces are in eV/Å.

# 2
This record from the Open Molecules 2025 dataset describes the molecule C12H13ClF3N3O2. The level of theory is ωB97M-V with the def2-TZVPD basis set.

Output
LUMO energy, eV: 0.4
Orbital gap, eV: 8.934
Structure (SMILES): O=C(O)CN1CCN(c2ncc(C(F)(F)F)cc2Cl)CC1
HOMO, hartree: -0.314
E_tot, eV: -41896.0709

Geometry as XYZ:
```
34
Properties=species:S:1:pos:R:3:forces:R:3:nbo_charge:R:1
O 6.49070 0.57656 1.53830 0.146 0.010 0.056 -0.572
C 5.52697 0.91187 0.91435 -0.368 -0.377 -0.134 0.775
O 5.23736 2.17883 0.63390 0.242 0.541 0.058 -0.674
C 4.51291 -0.08688 0.33503 0.088 0.152 0.079 -0.352
N 3.27623 0.60588 0.01610 0.076 0.035 -0.156 -0.477
C 2.55208 0.09819 -1.13462 -0.138 -0.327 -0.138 -0.223
C 1.79493 -1.21022 -0.84368 0.239 0.336 -0.442 -0.242
N 0.88403 -0.99540 0.26175 0.276 -0.367 0.109 -0.409
C -0.41372 -0.62684 0.11758 -0.682 0.078 0.014 0.382
N -0.88430 0.21644 1.04655 0.476 -0.047 -0.064 -0.487
C -2.12958 0.63129 1.03210 -0.576 -0.008 -0.311 0.107
C -3.03595 0.24281 0.05738 0.044 -0.135 -0.004 -0.239
C -4.43282 0.77407 0.00994 -0.192 0.189 -0.060 0.979
F -5.33229 -0.16719 -0.32154 0.045 -0.248 -0.074 -0.324
F -4.83227 1.29422 1.17839 0.153 0.024 0.238 -0.320
F -4.57249 1.75578 -0.90570 0.124 0.048 -0.115 -0.326
C -2.60388 -0.67895 -0.89813 0.074 0.337 0.354 -0.139
C -1.30554 -1.13395 -0.86487 -0.124 0.146 0.016 -0.117
Cl -0.89651 -2.39362 -1.98528 -0.034 -0.146 -0.013 0.017
C 1.60112 -0.55303 1.44518 0.163 0.250 0.278 -0.243
C 2.37617 0.73911 1.15696 -0.249 -0.178 0.215 -0.240
H 4.38779 2.19817 0.14440 0.070 -0.329 0.077 0.507
H 4.40859 -0.91898 1.04120 0.063 0.082 -0.050 0.211
H 4.95988 -0.48490 -0.58033 -0.036 0.002 0.051 0.231
H 3.24878 -0.05085 -1.96149 -0.018 0.043 -0.015 0.208
H 1.82588 0.86403 -1.42776 0.007 -0.066 -0.076 0.201
H 1.26367 -1.52450 -1.73674 0.151 -0.007 0.108 0.233
H 2.50058 -1.99690 -0.55808 -0.045 -0.024 -0.074 0.199
H -2.40890 1.30665 1.82869 -0.139 0.053 0.029 0.211
H -3.29166 -1.05607 -1.63983 -0.002 -0.070 -0.072 0.246
H 0.88738 -0.38615 2.24891 0.192 -0.078 -0.008 0.253
H 2.28841 -1.35577 1.72892 -0.020 0.014 0.009 0.196
H 2.95327 1.03361 2.03480 -0.019 0.071 0.016 0.215
H 1.65704 1.53031 0.92732 0.014 -0.003 0.099 0.213
```
Forces are in eV/Å.

# 3
This record from the Open Molecules 2025 dataset describes a structure of composition C12H13ClN11Pd. The level of theory is ωB97M-V with the def2-TZVPD basis set.

Output
LUMO energy, eV: 2.3
Orbital gap, eV: 6.818
Total charge: -1
HOMO, hartree: -0.167
E_tot, eV: -45047.5281

Geometry as XYZ:
```
38
Properties=species:S:1:pos:R:3:forces:R:3:nbo_charge:R:1
Pd 0.03485 0.09034 -0.24676 -0.139 0.233 0.526 0.766
N -1.62963 -2.17707 1.69780 0.203 0.071 -0.056 -0.603
C -1.29910 -0.98093 2.33244 0.110 -0.217 -0.055 0.427
N -1.34042 -0.85130 3.64955 0.000 0.005 -0.068 -0.404
N -0.93344 0.41458 3.86696 0.017 0.103 -0.027 -0.132
N -0.66170 1.00512 2.75060 -0.152 0.041 0.140 -0.149
N -0.89648 0.14259 1.74008 -0.307 -0.292 -0.538 -0.499
C -1.35020 -2.53628 0.38920 -0.268 0.200 0.137 0.445
N -1.60427 -3.74278 -0.09662 -0.064 0.097 0.021 -0.398
N -1.32656 -3.63489 -1.41137 0.039 0.064 -0.095 -0.121
N -0.92358 -2.44501 -1.70167 -0.099 -0.210 0.039 -0.142
N -0.92393 -1.71256 -0.56942 0.270 0.009 0.258 -0.453
H -1.79686 -2.95080 2.32030 0.004 0.063 -0.023 0.416
C -3.20426 3.34967 -1.30209 -0.025 -0.047 -0.002 -0.396
N -1.86555 3.86661 -1.03852 0.117 0.113 0.059 -0.458
C -1.52950 5.16593 -1.60592 -0.036 -0.024 0.019 -0.392
C -0.88628 2.97836 -0.92799 -0.068 0.096 -0.180 0.510
N -0.07075 2.16963 -0.84123 0.172 -0.098 0.337 -0.440
H -3.93347 4.05910 -0.91275 0.000 0.003 0.005 0.202
H -3.32953 2.39915 -0.78954 0.011 0.003 0.009 0.241
H -3.37730 3.20554 -2.37313 0.016 -0.001 -0.002 0.187
H -2.24810 5.90169 -1.24635 -0.001 0.001 0.000 0.203
H -1.55469 5.14748 -2.70048 -0.002 -0.002 -0.001 0.185
H -0.53509 5.45758 -1.27766 -0.004 0.002 0.008 0.222
Cl 2.37482 -5.54753 1.67116 0.006 -0.037 0.029 -0.033
C 2.28962 -4.03664 0.80423 -0.033 -0.010 -0.134 -0.045
C 1.93402 -4.04054 -0.53706 0.032 -0.093 0.078 -0.220
C 1.84584 -2.84365 -1.21740 0.119 0.186 -0.110 -0.189
C 2.08111 -1.62119 -0.57586 0.255 -0.002 0.062 -0.074
C 1.75268 -0.32572 -1.20817 -0.602 -0.380 -0.322 -0.518
C 2.48575 -1.66104 0.76129 -0.054 0.059 0.068 -0.159
C 2.57463 -2.85654 1.46003 0.085 0.095 0.043 -0.258
H 1.68848 -4.97170 -1.02805 0.007 -0.006 -0.009 0.227
H 1.51900 -2.84013 -2.24754 0.005 -0.027 0.001 0.231
H 1.69124 -0.35476 -2.29278 0.145 0.041 -0.041 0.201
H 2.30503 0.52863 -0.81292 0.260 -0.043 -0.203 0.191
H 2.68861 -0.72983 1.27876 -0.039 -0.007 0.027 0.207
H 2.84285 -2.86820 2.50757 0.018 0.009 -0.001 0.222
```
Forces are in eV/Å.

# 4
This record from the Open Molecules 2025 dataset describes a structure of composition C12H13IO. The level of theory is ωB97M-V with the def2-TZVPD basis set.

Output
LUMO energy, eV: 0.5
Orbital gap, eV: 8.869
HOMO, hartree: -0.307
E_tot, eV: -22797.9456

Geometry as XYZ:
```
27
Properties=species:S:1:pos:R:3:forces:R:3:nbo_charge:R:1
C -0.26667 0.14134 -0.97243 -1.074 1.051 2.517 -0.150
C -1.08505 -0.19355 1.31241 1.902 0.640 -1.688 -0.161
C -1.21963 1.14380 -1.14171 -0.043 0.151 -0.322 -0.238
C -2.02705 0.79456 1.12799 1.311 0.749 -3.052 -0.278
C -0.13623 -0.49679 0.27204 -2.854 0.489 -0.209 -0.168
C -2.11400 1.48283 -0.13105 -1.078 -1.727 -0.357 0.311
C 0.73339 -2.85379 0.64285 0.200 -1.072 2.224 -0.472
C 0.79202 -1.56788 0.38064 4.538 1.010 -1.140 0.139
C 3.11755 -1.49248 -1.42332 -1.149 0.177 -2.884 -0.479
C 3.85294 -1.55369 -0.19990 2.442 -1.566 2.725 -0.480
C 2.58329 -0.82446 -0.22676 -3.529 -0.431 1.687 -0.165
C -3.88454 3.05724 0.42816 1.948 0.820 -0.730 -0.261
O -3.24353 2.21615 -0.54652 1.202 -0.475 0.940 -0.511
I 2.85519 1.23142 0.24122 -0.451 -0.168 -0.295 0.127
H 0.46277 -0.04058 -1.68415 1.068 -0.391 -1.536 0.217
H -0.80681 -0.61200 2.24469 -0.466 -0.361 1.012 0.217
H -1.27120 1.68617 -2.08410 -0.127 -0.179 0.125 0.225
H -2.54173 1.28923 1.85381 -1.691 0.385 2.472 0.212
H 1.70758 -3.44307 0.74779 -1.621 0.670 -0.345 0.219
H -0.21423 -3.26874 1.16962 1.576 0.482 -1.416 0.228
H 3.47475 -0.91234 -2.27538 0.150 -0.089 0.294 0.221
H 2.57457 -2.36280 -1.73459 -0.380 -0.295 -0.114 0.227
H 3.96363 -2.50770 0.44079 -0.084 1.541 -1.281 0.223
H 4.73214 -0.88047 -0.26451 -0.441 -0.800 0.770 0.233
H -4.70588 2.61283 0.96315 0.048 -0.566 0.474 0.185
H -4.28850 3.86164 -0.17214 -0.208 0.279 0.005 0.197
H -3.04475 3.49312 1.03140 -1.190 -0.323 0.123 0.182
```
Forces are in eV/Å.

# 5
This record from the Open Molecules 2025 dataset describes the molecule C12H13IO2. The level of theory is ωB97M-V with the def2-TZVPD basis set.

Output
LUMO energy (spin up / spin down), eV: -0.4 / -0.3
Orbital gap (spin up / spin down), eV: 7.442 / 7.054
HOMO (spin up / spin down), hartree: -0.289 / -0.271
E_tot, eV: -24848.3053

Geometry as XYZ:
```
28
Properties=species:S:1:pos:R:3:forces:R:3:nbo_charge:R:1
C 2.58368 2.55198 0.96474 0.025 0.076 0.034 -0.215
C 2.71192 1.18078 1.13430 0.026 0.038 0.054 -0.203
C 1.65382 3.04715 0.06305 0.064 0.085 0.073 -0.220
C 1.92029 0.31272 0.41501 -0.082 -0.105 -0.139 -0.196
C 0.85717 2.18927 -0.66524 -0.054 -0.254 -0.115 -0.151
C 0.97397 0.79916 -0.50311 0.363 0.004 0.235 -0.160
C -0.37146 -2.29118 -0.33162 -0.896 -0.400 0.735 0.816
C -1.67503 -1.76465 0.36304 0.246 -0.558 -0.185 -0.450
C -1.64332 -0.33761 0.68507 0.414 0.728 -1.288 -0.333
C 0.12721 -0.09475 -1.23536 -1.747 -0.067 1.048 0.424
C -1.89719 -2.65122 1.59564 -0.183 -0.016 -0.148 -0.588
C -0.67029 0.32098 -2.42322 0.143 -0.135 0.096 -0.705
O -0.03076 -3.43098 -0.24236 0.148 0.039 -0.116 -0.551
O 0.32438 -1.44363 -1.09337 1.011 0.474 -0.754 -0.510
I -3.18602 0.94700 0.12348 0.287 -0.326 0.275 0.166
H 3.20474 3.22994 1.53023 0.054 0.056 0.044 0.214
H 3.43649 0.78972 1.83300 0.065 -0.042 0.050 0.216
H 1.55102 4.11374 -0.07063 -0.023 0.089 -0.017 0.215
H 2.03476 -0.75390 0.54264 0.011 -0.069 0.003 0.220
H 0.13000 2.58907 -1.35359 -0.087 0.057 -0.102 0.206
H -2.45435 -1.97701 -0.38072 0.050 0.063 0.075 0.244
H -1.10158 -0.00983 1.55626 0.099 0.178 0.097 0.197
H -2.87288 -2.44390 2.02787 -0.054 0.042 0.056 0.212
H -1.13170 -2.45700 2.34346 0.060 0.015 0.071 0.209
H -1.84465 -3.69860 1.31124 -0.003 -0.033 0.054 0.238
H -0.05538 0.88298 -3.12568 0.057 0.044 -0.109 0.231
H -1.51205 0.96010 -2.13859 0.031 0.011 0.004 0.238
H -1.06282 -0.56031 -2.92553 -0.029 0.005 -0.029 0.236
```
Forces are in eV/Å.

# 6
This record from the Open Molecules 2025 dataset describes the ion C12H13N2 with charge +1. The level of theory is ωB97M-V with the def2-TZVPD basis set.

Output
LUMO energy (spin up / spin down), eV: -5.6 / -4.0
Orbital gap (spin up / spin down), eV: 4.586 / 7.420
Total charge: +1
HOMO (spin up / spin down), hartree: -0.373 / -0.418
E_tot, eV: -15622.1803

Geometry as XYZ:
```
27
Properties=species:S:1:pos:R:3:forces:R:3:nbo_charge:R:1
C 3.34942 -1.05597 -0.66012 -0.345 -2.985 -0.256 -0.125
C 3.59949 0.24339 -1.00598 2.028 0.364 -0.244 -0.222
C 2.18227 -1.32057 0.05744 1.219 -0.804 0.291 -0.194
C 2.83383 1.25231 -0.51802 -1.392 -1.385 0.794 0.058
C 1.40423 -0.29225 0.47455 -2.987 -0.434 0.795 0.206
C -3.70183 0.50165 -0.62175 1.598 2.189 -0.969 -0.227
C -2.40879 0.95914 -1.14967 -0.297 -0.005 -1.474 -0.328
C -3.60426 -0.58241 0.08237 -1.713 -1.638 2.632 -0.169
C -1.33496 0.51687 -0.50522 1.821 1.750 -1.168 0.176
C 0.09157 -0.65715 1.16243 -0.988 0.277 0.132 -0.246
C -2.29924 -1.37832 0.37447 -2.531 0.474 -1.364 -0.276
C 0.95058 2.01847 0.73501 -4.136 -0.696 0.911 -0.082
N 1.66648 1.03010 0.22563 2.433 -1.841 -0.994 -0.282
N -1.12310 -0.52200 0.21727 0.646 -1.582 1.442 -0.396
H 3.95567 -1.97229 -0.95625 -0.504 1.742 0.262 0.259
H 4.55935 0.47164 -1.51996 -1.061 0.106 0.252 0.267
H 1.96145 -2.34389 0.43807 0.047 0.966 -0.666 0.253
H 3.10411 2.22850 -0.64102 0.412 2.492 -0.380 0.226
H -4.53407 1.17044 -0.74502 -0.587 -0.418 0.013 0.239
H -2.30499 1.40200 -2.15596 -0.115 0.104 0.846 0.243
H -4.56896 -0.89034 0.57164 1.286 -0.367 -0.329 0.233
H 0.21327 -1.72803 1.50921 -0.600 1.378 -0.357 0.246
H -0.16859 0.03228 2.00389 0.625 -0.830 -0.257 0.228
H -2.44200 -1.79781 1.33336 0.509 -0.334 1.303 0.229
H -2.47127 -2.18718 -0.32917 1.205 -0.525 -0.329 0.231
H 1.24126 2.98011 0.57320 1.144 2.396 -0.568 0.202
H -0.15094 1.92131 1.04959 2.283 -0.396 -0.319 0.250
```
Forces are in eV/Å.